Density functional theory data (ωB97M-V/def2-TZVPD) for the ion C31H56BN2O7 with charge +1 at a distorted geometry.

```
97
Properties=species:S:1:pos:R:3:lowdin_charge:R:1
C 11.1292 -1.2503 -1.4120 -0.125
C 10.6076 -1.8090 -0.0252 -0.256
C 9.1151 -2.3444 -0.0720 -0.215
C 8.0939 -1.5107 0.7952 -0.214
C 8.1405 0.0457 0.5266 -0.197
C 6.8958 0.4331 -0.3754 -0.209
C 5.7096 0.9780 0.5410 -0.191
C 5.0895 2.2610 -0.2117 -0.205
C 3.4967 2.1770 -0.0442 -0.202
C 2.9372 3.6750 -0.1600 -0.207
C 2.2664 4.1489 1.1805 -0.216
C 0.7419 3.7696 1.3234 -0.214
C -0.0509 4.4137 0.1180 -0.207
C -1.6073 4.4567 0.4023 -0.205
C -2.1690 3.0979 1.0134 -0.177
C -3.7514 3.2011 0.9866 -0.130
C -4.4801 1.8869 0.5815 -0.076
C -5.1755 1.1562 1.6143 0.069
N -5.8960 -0.0111 1.3550 0.131
B -6.5935 -0.6065 2.5659 -0.622
O -7.9680 -0.7453 2.5607 0.204
O -5.8409 -1.0450 3.6649 0.180
C -5.9904 -0.5621 0.0922 -0.055
C -6.8287 -1.8318 -0.1928 -0.095
C -6.2568 -3.1651 0.4355 -0.143
C -4.7108 -3.4112 0.1966 -0.121
C -3.9673 -3.4978 1.5951 -0.178
O -3.3427 -4.7930 1.7673 -0.061
C -1.9680 -4.6353 1.4826 -0.487
C -1.0100 -4.5054 2.7057 0.021
O -1.6131 -4.6302 0.3375 0.128
C -5.3013 0.1008 -1.0404 -0.004
C -5.3690 -0.4169 -2.5086 -0.056
C -4.3793 -1.6079 -2.8150 -0.321
O -5.2150 -2.7742 -3.0016 -0.067
C -3.6031 -1.4073 -4.1995 -0.193
N -2.1255 -1.3033 -3.9612 -0.028
C -4.5364 1.3374 -0.7872 0.057
C -3.8051 2.1382 -1.8998 -0.464
O -4.4717 2.8987 -2.5429 0.161
O -2.4591 2.0530 -2.1464 0.126
H 11.7782 -2.0596 -1.8554 0.071
H 11.7855 -0.3476 -1.3142 0.068
H 10.3038 -1.0355 -2.1404 0.067
H 11.2712 -2.5927 0.4195 0.100
H 10.6313 -0.9409 0.6934 0.092
H 9.0915 -3.4134 0.2767 0.105
H 8.7745 -2.2717 -1.1407 0.100
H 7.0630 -1.8657 0.4988 0.101
H 8.2213 -1.8030 1.8686 0.106
H 9.0597 0.3714 -0.0418 0.099
H 8.1445 0.6552 1.4741 0.107
H 6.4824 -0.4130 -0.9803 0.110
H 7.1968 1.2462 -1.0822 0.096
H 4.8769 0.2291 0.6357 0.100
H 6.0533 1.3492 1.5375 0.105
H 5.4855 3.1987 0.2522 0.106
H 5.3215 2.2629 -1.3049 0.105
H 3.2552 1.7200 0.9511 0.098
H 3.0977 1.5644 -0.8968 0.107
H 3.8037 4.3491 -0.4132 0.105
H 2.2646 3.6955 -1.0536 0.092
H 2.3665 5.2645 1.2569 0.108
H 2.8377 3.7263 2.0585 0.114
H 0.3212 4.1441 2.2913 0.112
H 0.6390 2.6491 1.2508 0.110
H 0.2860 5.4845 0.0043 0.123
H 0.1490 3.8380 -0.8286 0.106
H -2.1275 4.7076 -0.5659 0.111
H -1.8315 5.3019 1.1099 0.123
H -1.7609 2.1951 0.4965 0.103
H -1.8716 3.1312 2.0995 0.115
H -4.1647 3.5647 1.9590 0.125
H -4.0402 3.9708 0.2137 0.127
H -5.1653 1.5611 2.6551 0.159
H -8.2107 -1.1122 3.4344 0.143
H -4.9031 -1.1399 3.4178 0.111
H -7.0044 -2.0126 -1.2876 0.117
H -7.8534 -1.6505 0.2445 0.133
H -6.5378 -3.2095 1.5271 0.110
H -6.8200 -4.0130 -0.0480 0.130
H -4.5844 -4.4171 -0.2888 0.133
H -4.2547 -2.5873 -0.3991 0.081
H -3.2135 -2.6511 1.6096 0.134
H -4.6301 -3.3438 2.4847 0.117
H -1.6058 -4.2755 3.6240 0.086
H -0.3040 -3.6684 2.4939 0.094
H -0.4942 -5.4836 2.9019 0.104
H -5.1044 0.4181 -3.2092 0.117
H -6.4043 -0.7548 -2.7926 0.141
H -3.5780 -1.7539 -2.0463 0.130
H -4.6930 -3.5871 -2.8972 0.106
H -3.8944 -0.4390 -4.6905 0.120
H -3.7632 -2.2835 -4.8870 0.123
H -1.7497 -2.2135 -3.6783 0.069
H -1.6759 -1.0715 -4.8527 0.073
H -2.0584 1.4473 -1.4919 0.118
```

Properties
Calculated total energy ... -51038.5920 eV
Orbital gap ... 6.8 eV
LUMO level ... -0.160 Ha
Charge ... +1
Maximum force ... 0.0494 Eh/bohr

---

Density functional theory data (ωB97M-V/def2-TZVPD) for a structure of composition AgClZn at a distorted geometry.

```
3
Properties=species:S:1:pos:R:3:nbo_charge:R:1
Zn -0.4449 1.1528 -1.8498 1.638
Ag 1.0109 -0.7185 2.0238 0.993
Cl -0.5660 -0.4342 -0.1739 -0.631
```

Properties
Calculated total energy ... -64918.5560 eV
Orbital gap ... 7.7 eV
LUMO level ... -0.490 Ha
Charge ... +2
ΔE to the lowest compared entry with this formula, charge and spin ... 18.25 kJ/mol
Maximum force ... 0.0412 Eh/bohr

---

Density functional theory data (ωB97M-V/def2-TZVPD) for an isolated molecule of C8H14NOPS at a distorted geometry.

```
26
Properties=species:S:1:pos:R:3:nbo_charge:R:1
C -2.9967 1.4775 -0.1151 -0.689
C -4.1598 -0.7826 0.1841 0.634
C -2.9415 0.0624 0.3753 -0.409
C -0.1790 -0.3664 0.4936 -0.366
C 1.3479 0.3828 -1.2232 -0.620
C 2.0903 -1.1503 0.6701 -0.570
C 1.7004 1.2629 1.1091 -0.594
C 1.2067 0.0406 0.1844 -0.134
N -4.4169 -1.6260 -0.8338 -0.797
O -4.9381 -0.8291 1.1090 -0.600
P -2.0053 2.6670 0.5044 0.441
S -1.3969 -0.6028 -0.6296 0.304
H -3.7337 1.7638 -0.8278 0.235
H -2.6402 0.0505 1.4721 0.273
H -0.4504 -0.5818 1.5055 0.199
H 1.5610 -0.4135 -1.9246 0.217
H 2.2698 1.0655 -1.2727 0.212
H 0.4361 0.9545 -1.4973 0.228
H 3.0709 -0.9234 0.4284 0.205
H 1.9474 -1.3373 1.6676 0.204
H 1.7589 -2.0177 0.0261 0.198
H 2.0175 2.1884 0.5815 0.215
H 2.4410 0.9694 1.8065 0.205
H 0.8466 1.4590 1.6972 0.214
H -3.7660 -1.6939 -1.5584 0.382
H -5.0773 -2.3564 -0.7441 0.412
```

Properties
Calculated total energy ... -32180.4820 eV
Orbital gap (alpha / beta) ... 6.2 / 7.5 eV
LUMO level (alpha / beta) ... -0.034 / -0.027 Ha
ΔE to the lowest compared entry with this formula, charge and spin ... 274.39 kJ/mol
Maximum force ... 0.0902 Eh/bohr

---

Density functional theory data (ωB97M-V/def2-TZVPD) for an isolated molecule of CH3O at a distorted geometry.

```
5
Properties=species:S:1:pos:R:3:nbo_charge:R:1
C -0.3820 0.3970 -0.0234 -0.313
O 0.5266 -0.5587 -0.0298 -0.285
H -1.3245 0.0164 0.4644 0.221
H -0.6105 0.9305 -0.9635 0.157
H -0.1620 1.1576 0.7555 0.220
```

Properties
2S+1 ... 2
Calculated total energy ... -3130.5271 eV
Orbital gap (alpha / beta) ... 12.0 / 8.8 eV
LUMO level (alpha / beta) ... 0.040 / -0.052 Ha
ΔE to the lowest compared entry with this formula, charge and spin ... 0.00 kJ/mol
Maximum force ... 0.0396 Eh/bohr